# 1
6
Properties=species:S:1:pos:R:3:mulliken_charge:R:1 method="wB97M-V/def2-TZVPD" homo_lumo_gap_ev="5.4 / 6.5" spin_multiplicity=3 total_charge=0
C 0.32 -0.56 -0.14 -0.58
S 0.02 0.82 -1.25 -0.05
Br 2.18 -0.87 0.34 -0.18
H -0.33 -0.38 0.97 0.27
H -0.07 -1.46 -0.61 0.38
H 0.41 1.78 -0.41 0.16



# 2
13
Properties=species:S:1:pos:R:3:mulliken_charge:R:1 method="wB97M-V/def2-TZVPD" homo_lumo_gap_ev=8.9 spin_multiplicity=1 total_charge=+1
C 1.21 0.62 0.55 -0.49
C 1.14 -0.02 -0.84 -0.47
C -1.09 0.92 -0.09 -0.06
N -0.23 0.91 0.88 -0.09
S -0.51 0.43 -1.60 0.11
I -1.46 -2.37 0.34 -0.05
I -3.01 1.46 0.29 0.36
H 1.68 -0.14 1.17 0.29
H 1.70 1.56 0.59 0.35
H 1.83 0.54 -1.68 0.37
H 1.01 -1.14 -0.86 0.30
H -1.60 -3.69 -0.51 0.16
H -0.66 0.94 1.76 0.22



# 3
16
Properties=species:S:1:pos:R:3:mulliken_charge:R:1 method="wB97M-V/def2-TZVPD" homo_lumo_gap_ev="7.1 / 7.0" spin_multiplicity=1 total_charge=0
C 0.89 -1.25 -0.44 -0.25
C 1.37 1.33 -0.27 -1.39
C -0.92 0.20 0.13 0.60
C 0.46 0.15 -0.17 0.12
N -1.80 1.22 0.07 -0.53
C -0.84 -0.85 1.05 -0.60
C -0.18 -1.94 0.37 -0.69
H -1.68 1.88 -0.69 0.23
H -2.74 1.04 0.39 0.24
H 0.88 -1.49 -1.51 0.29
H 1.89 -1.46 -0.04 0.31
H -1.43 -0.94 1.96 0.41
H -0.72 -2.83 0.06 0.28
H 2.27 1.19 0.33 0.33
H 0.88 2.26 0.06 0.34
H 1.69 1.49 -1.30 0.32



# 4
19
Properties=species:S:1:pos:R:3:mulliken_charge:R:1 method="wB97M-V/def2-TZVPD" homo_lumo_gap_ev="7.6 / 7.6" spin_multiplicity=1 total_charge=0
C -1.78 -0.55 -0.65 -0.24
C -0.94 -1.42 -0.11 -0.57
C -0.28 1.47 -0.84 -0.47
C 0.68 1.15 0.02 0.30
C -1.68 0.95 -0.73 -0.86
C 0.49 0.22 1.17 -1.16
C 0.35 -1.18 0.59 0.13
O 3.15 1.48 0.86 -0.46
O 2.77 -2.25 0.14 -0.46
S 2.39 1.46 -0.39 0.35
S 1.77 -1.49 -0.61 0.40
H -2.69 -0.93 -1.09 0.37
H -1.21 -2.47 -0.19 0.36
H -0.05 2.09 -1.69 0.38
H -2.26 1.29 -1.59 0.40
H -2.18 1.38 0.16 0.28
H 1.38 0.27 1.81 0.43
H -0.39 0.47 1.77 0.37
H 0.49 -1.94 1.37 0.46



# 5
73
Properties=species:S:1:pos:R:3:mulliken_charge:R:1 method="wB97M-V/def2-TZVPD" homo_lumo_gap_ev="7.5 / 5.2" spin_multiplicity=5 total_charge=0
Pd 0.27 -1.85 -0.47 0.52
C 2.27 3.79 -0.45 -0.98
Si 3.83 2.79 -0.61 0.29
C 4.71 3.26 -2.18 -1.10
C 4.92 3.09 0.87 -1.07
C 3.57 0.91 -0.72 0.16
C 4.72 0.15 -0.92 -0.31
C 4.68 -1.23 -1.00 -1.17
C 3.45 -1.87 -0.92 -0.49
N 2.33 -1.17 -0.75 0.23
C 2.39 0.17 -0.62 0.66
S 0.84 0.88 -0.22 -0.32
H 2.56 4.84 -0.46 0.36
H 1.73 3.59 0.47 0.31
H 1.58 3.63 -1.29 0.22
H 4.96 4.32 -2.16 0.35
H 4.07 3.08 -3.05 0.32
H 5.63 2.70 -2.32 0.35
H 5.12 4.15 0.99 0.34
H 5.87 2.57 0.78 0.34
H 4.43 2.73 1.78 0.33
H 5.68 0.64 -1.00 0.31
H 5.57 -1.82 -1.14 0.41
H 3.34 -2.94 -1.01 0.59
C -4.19 -3.86 -0.27 -1.13
S -2.42 -4.00 -0.18 0.77
C -2.27 -4.61 1.48 -1.00
O -1.95 -2.57 -0.11 -0.50
H -4.56 -3.33 0.60 0.36
H -4.62 -4.86 -0.33 0.41
H -4.41 -3.31 -1.17 0.36
H -2.80 -5.56 1.57 0.51
H -2.69 -3.86 2.15 0.32
H -1.21 -4.75 1.67 0.22
F 1.18 -6.69 -2.93 -0.20
C 0.25 -6.10 -2.17 0.51
F 0.05 -6.85 -1.09 -0.23
F -0.89 -6.06 -2.86 -0.23
S 0.81 -4.40 -1.70 1.12
O 0.57 -4.30 -0.25 -0.60
O 2.20 -4.35 -2.07 -0.65
O -0.07 -3.48 -2.41 -0.64
O 1.21 -1.97 2.45 -0.32
B 0.17 -1.46 1.66 0.81
O -0.83 -0.91 2.46 -0.32
C -0.40 -1.10 3.75 0.62
C -1.04 -0.74 4.92 -1.00
C -0.38 -1.06 6.11 -0.56
C 0.85 -1.71 6.10 -0.51
C 1.48 -2.06 4.91 -1.12
C 0.82 -1.74 3.75 0.68
H -1.99 -0.24 4.90 0.53
H -0.84 -0.80 7.05 0.40
H 1.33 -1.94 7.05 0.39
H 2.44 -2.57 4.90 0.51
S -5.06 2.05 0.67 -0.33
C -3.85 1.66 -0.37 -0.01
S -2.96 0.17 -0.23 0.26
C -1.94 0.65 -1.52 0.26
N -2.22 1.80 -2.04 -0.77
N -3.31 2.35 -1.41 0.63
C -3.67 3.66 -1.87 0.37
C -2.66 4.51 -2.30 -0.30
C -2.99 5.78 -2.76 -0.58
C -4.31 6.19 -2.79 -0.44
C -5.31 5.33 -2.37 -0.63
C -5.00 4.05 -1.91 -0.49
S -0.54 -0.19 -2.14 -0.13
H -1.63 4.18 -2.27 0.54
H -2.19 6.44 -3.08 0.36
H -4.56 7.18 -3.15 0.38
H -6.34 5.63 -2.41 0.36
H -5.78 3.38 -1.60 0.37



# 6
37
Properties=species:S:1:pos:R:3:mulliken_charge:R:1 method="wB97M-V/def2-TZVPD" smiles="CCc1cccc(C)c1NS(=O)(=O)c1cc(Br)cnc1N" homo_lumo_gap_ev=9.1 spin_multiplicity=1 total_charge=0
C -2.26 0.60 -1.06 -1.16
C -2.08 -0.81 -0.51 0.03
C -1.74 -1.80 -1.59 0.54
C -2.64 -2.78 -1.96 -0.89
C -2.34 -3.70 -2.95 -0.79
C -1.11 -3.65 -3.58 -0.88
C -0.17 -2.68 -3.23 1.01
C 1.17 -2.64 -3.89 -1.56
C -0.50 -1.75 -2.24 -0.11
N 0.43 -0.74 -1.90 0.14
S 1.40 -0.92 -0.55 1.31
O 2.77 -0.93 -1.01 -0.77
O 0.93 -2.00 0.27 -0.67
C 1.14 0.63 0.30 -0.08
C 0.42 0.68 1.47 -0.25
C 0.18 1.92 2.04 -0.30
Br -0.81 2.07 3.64 -0.18
C 0.68 3.05 1.41 -0.12
N 1.41 3.00 0.31 -0.67
C 1.66 1.81 -0.25 0.27
N 2.39 1.80 -1.39 -0.37
H -2.53 1.28 -0.25 0.33
H -3.05 0.62 -1.80 0.38
H -1.34 0.96 -1.52 0.26
H -1.29 -0.82 0.23 -0.29
H -3.01 -1.13 -0.03 0.54
H -3.60 -2.83 -1.46 0.40
H -3.06 -4.46 -3.23 0.39
H -0.86 -4.37 -4.35 0.39
H 1.25 -1.78 -4.56 0.36
H 1.97 -2.57 -3.15 0.31
H 1.33 -3.54 -4.48 0.40
H 1.01 -0.47 -2.68 0.45
H 0.07 -0.24 1.92 0.64
H 0.50 4.04 1.81 0.41
H 2.86 2.66 -1.61 0.29
H 2.85 0.92 -1.60 0.24



Here are the calculated energy relative to the best compared isomer or geometry (same formula, charge and spin) numbers, same order: 56.2; 2.2; 94.4; 34.4; 0.0; 0.6 (kcal/mol).
Here are the calculated max |F| numbers, same order: 4.651; 3.595; 4.658; 1.387; 0.636; 0.842 (eV/A).